Record 1
{
  "formula": "C19H24N2O3S",
  "method": "ωB97M-V/def2-TZVPD",
  "elements": ["C", "C", "C", "C", "C", "C", "C", "H", "H", "S", "O", "O", "N", "H", "C", "H", "C", "H", "C", "H", "H", "C", "H", "H", "C", "C", "O", "N", "C", "C", "C", "C", "C", "C", "H", "H", "H", "H", "H", "H", "H", "H", "H", "H", "H", "H", "H", "H", "H"],
  "positions_angstrom": [[-0.46, -4.86, 0.37], [-0.17, -3.53, 0.91], [0.60, -2.80, 0.08], [0.98, -1.42, 0.42], [0.47, -0.89, 1.62], [-0.03, -1.72, 2.45], [-0.32, -2.89, 2.02], [-1.13, -3.77, 2.62], [-0.39, -1.52, 3.38], [1.14, 0.64, 2.25], [1.50, 1.27, 1.00], [2.22, 0.34, 3.02], [-0.34, 1.30, 3.01], [0.02, 1.05, 4.06], [-0.94, 2.35, 2.50], [-0.52, 3.29, 3.23], [-2.36, 2.37, 2.42], [-2.76, 2.25, 3.34], [-2.78, 0.81, 1.66], [-2.46, 0.07, 2.25], [-3.86, 0.99, 1.28], [-1.72, 0.67, 0.25], [-2.22, -0.30, -0.15], [-0.70, 0.53, 0.58], [-2.15, 1.60, -0.81], [-1.20, 1.42, -1.86], [-1.76, 1.36, -2.99], [0.18, 1.26, -1.67], [1.32, 1.15, -2.57], [2.54, 1.15, -1.96], [3.57, 0.62, -2.81], [3.27, 0.34, -4.19], [2.12, 0.28, -4.60], [0.95, 0.79, -3.89], [0.01, 0.72, -4.30], [2.03, -0.17, -5.62], [4.07, 0.00, -4.77], [4.81, 0.84, -2.29], [2.68, 1.38, -1.00], [0.64, 1.58, -0.82], [-2.94, 2.11, -0.89], [-1.33, 2.79, -0.33], [-2.66, 3.15, 1.77], [-0.36, 2.77, 1.58], [1.61, -0.84, -0.38], [0.84, -2.98, -0.90], [-1.32, -5.20, 1.02], [-0.95, -4.69, -0.59], [0.27, -5.67, 0.28]],
  "lowdin_charge": [-0.038, -0.358, 0.001, 0.037, -0.337, -0.144, -0.088, 0.202, 0.109, 0.674, -0.320, -0.207, -0.137, 0.192, -0.462, 0.176, -0.130, 0.059, -0.006, 0.004, 0.119, -0.173, 0.152, 0.032, -0.089, -0.481, 0.031, 0.124, -0.215, -0.053, -0.019, -0.196, -0.140, 0.063, 0.073, 0.129, 0.087, 0.191, 0.041, 0.082, 0.043, 0.228, 0.095, 0.135, 0.141, 0.092, 0.091, 0.089, 0.099],
  "homo_energy_ev": -8.31,
  "largest_force_ev_per_a": 12.81,
  "homo_lumo_gap_ev": 8.533,
  "charge": 0
}


Record 2
{
  "formula": "C19H24N2O4",
  "method": "ωB97M-V/def2-TZVPD",
  "elements": ["C", "H", "O", "C", "C", "C", "C", "C", "C", "H", "H", "H", "O", "C", "C", "C", "C", "N", "O", "C", "O", "N", "H", "C", "H", "H", "C", "C", "C", "C", "C", "C", "H", "H", "H", "H", "H", "H", "H", "H", "H", "H", "H", "H", "H", "H", "H", "H", "H"],
  "positions_angstrom": [[3.11, 2.75, 2.11], [2.66, 3.31, 2.92], [3.73, 1.63, 2.72], [4.34, 0.72, 1.93], [4.48, 0.83, 0.55], [5.09, -0.19, -0.17], [5.58, -1.31, 0.47], [5.47, -1.41, 1.85], [4.85, -0.41, 2.58], [4.74, -0.48, 3.65], [5.86, -2.27, 2.36], [6.06, -2.10, -0.10], [5.17, -0.05, -1.55], [4.30, -0.92, -2.25], [2.89, -0.76, -1.77], [2.13, 0.36, -1.58], [0.98, -0.13, -0.92], [1.06, -1.43, -0.77], [2.24, -1.82, -1.28], [-0.17, 0.67, -0.41], [-0.16, 1.89, -0.44], [-1.15, -0.08, 0.10], [-1.03, -1.09, 0.08], [-2.37, 0.47, 0.63], [-2.55, 0.07, 1.63], [-2.22, 1.55, 0.70], [-3.59, 0.18, -0.26], [-3.91, -1.32, -0.30], [-5.13, -1.59, -1.18], [-6.34, -0.81, -0.67], [-6.03, 0.69, -0.63], [-4.81, 0.96, 0.24], [-4.58, 2.02, 0.25], [-5.02, 0.65, 1.27], [-6.88, 1.24, -0.25], [-5.83, 1.04, -1.65], [-7.20, -0.99, -1.31], [-6.59, -1.15, 0.34], [-5.35, -2.66, -1.18], [-4.92, -1.29, -2.20], [-3.06, -1.88, -0.69], [-4.11, -1.67, 0.71], [-3.35, 0.52, -1.28], [2.34, 1.37, -1.85], [4.59, -1.97, -2.13], [4.39, -0.64, -3.30], [4.11, 1.69, 0.01], [3.85, 3.38, 1.59], [2.33, 2.44, 1.40]],
  "lowdin_charge": [-0.073, 0.095, -0.076, -0.265, 0.052, -0.273, -0.021, -0.071, -0.009, 0.116, 0.106, 0.117, -0.048, -0.107, -0.226, 0.064, -0.183, 0.119, 0.036, -0.446, 0.070, 0.081, 0.125, -0.145, 0.133, 0.124, -0.318, -0.174, -0.203, -0.212, -0.204, -0.176, 0.116, 0.122, 0.108, 0.114, 0.107, 0.113, 0.108, 0.115, 0.108, 0.123, 0.153, 0.129, 0.134, 0.140, 0.114, 0.096, 0.089],
  "homo_energy_ev": -8.54,
  "largest_force_ev_per_a": 1.09,
  "homo_lumo_gap_ev": 9.352,
  "charge": 0
}


Record 3
{
  "formula": "C19H24N2O5",
  "method": "ωB97M-V/def2-TZVPD",
  "elements": ["C", "H", "C", "C", "H", "H", "H", "H", "O", "C", "O", "C", "N", "C", "O", "C", "C", "H", "H", "H", "C", "H", "H", "H", "O", "C", "C", "C", "C", "C", "C", "H", "C", "O", "N", "C", "C", "C", "H", "H", "H", "H", "H", "H", "H", "H", "H", "H", "H", "H"],
  "positions_angstrom": [[-2.56, -2.22, -1.24], [-3.13, -1.80, -0.41], [-1.57, -3.25, -0.73], [-2.25, -4.41, -0.02], [-1.51, -5.10, 0.37], [-2.84, -4.03, 0.82], [-2.91, -4.93, -0.71], [-0.96, -3.62, -1.57], [-0.67, -2.65, 0.22], [0.37, -1.97, -0.26], [0.58, -1.76, -1.42], [1.27, -1.52, 0.88], [2.09, -0.39, 0.49], [3.44, -0.56, 0.45], [3.96, -1.61, 0.77], [4.26, 0.68, 0.10], [5.58, 0.27, -0.54], [5.38, -0.19, -1.51], [6.08, -0.46, 0.09], [6.21, 1.14, -0.69], [4.50, 1.44, 1.42], [5.10, 2.32, 1.22], [3.55, 1.76, 1.85], [5.02, 0.80, 2.12], [3.60, 1.54, -0.83], [2.27, 1.73, -0.64], [1.69, 2.88, -1.15], [0.34, 3.11, -0.99], [-0.45, 2.19, -0.32], [0.13, 1.03, 0.20], [1.48, 0.79, 0.04], [-0.48, 0.33, 0.75], [-1.91, 2.48, -0.17], [-2.35, 3.60, -0.04], [-2.70, 1.37, -0.19], [-4.12, 1.41, -0.10], [-4.79, 0.55, 0.93], [-4.75, 2.04, 1.11], [-5.65, 2.61, 0.97], [-4.08, 2.45, 1.85], [-5.73, 0.09, 0.68], [-4.16, -0.05, 1.57], [-4.62, 1.55, -1.06], [-2.28, 0.49, -0.44], [-0.12, 4.01, -1.38], [2.32, 3.58, -1.68], [1.97, -2.33, 1.10], [0.69, -1.31, 1.78], [-3.25, -2.69, -1.94], [-2.04, -1.42, -1.77]],
  "lowdin_charge": [-0.028, 0.076, -0.390, -0.034, 0.083, 0.085, 0.085, 0.148, 0.022, -0.481, 0.144, -0.020, 0.047, -0.361, 0.096, -0.450, 0.006, 0.098, 0.090, 0.091, 0.019, 0.095, 0.092, 0.098, 0.039, -0.190, 0.028, -0.007, -0.127, 0.046, -0.113, 0.118, -0.445, 0.085, 0.102, -0.295, -0.112, -0.096, 0.103, 0.105, 0.095, 0.097, 0.146, 0.107, 0.121, 0.124, 0.143, 0.143, 0.089, 0.078],
  "homo_energy_ev": -8.40,
  "largest_force_ev_per_a": 0.82,
  "homo_lumo_gap_ev": 9.014,
  "charge": 0
}


Record 4
{
  "formula": "C19H24N4O2S",
  "method": "ωB97M-V/def2-TZVPD",
  "elements": ["C", "C", "C", "C", "C", "H", "H", "S", "C", "N", "C", "C", "N", "C", "H", "H", "C", "C", "C", "C", "C", "C", "C", "H", "H", "H", "H", "H", "H", "H", "C", "O", "N", "C", "O", "N", "C", "H", "H", "H", "H", "H", "H", "H", "H", "H", "H", "H", "H", "H"],
  "positions_angstrom": [[6.53, 0.03, -1.64], [6.60, 0.19, -0.21], [5.35, 1.01, 0.28], [4.15, -0.04, 0.80], [3.54, -1.07, -0.41], [4.18, -1.71, -0.57], [3.03, -0.43, -0.92], [2.11, -1.88, 0.25], [0.85, -0.66, 0.35], [1.08, 0.50, -0.03], [-0.21, 1.34, 0.24], [-1.12, 0.36, 0.76], [-0.28, -1.09, 0.90], [-0.84, -2.09, 1.46], [-1.72, -1.97, 1.94], [-0.17, -2.76, 2.11], [-1.28, -3.14, 0.25], [-2.29, -2.20, -0.54], [-3.50, -1.95, -0.36], [-4.47, -1.15, -0.87], [-3.99, -0.42, -2.10], [-2.72, -0.40, -2.20], [-1.77, -1.25, -1.61], [-0.78, -1.38, -1.76], [-2.21, 0.28, -3.39], [-4.50, 0.29, -2.55], [-5.47, -1.32, -0.72], [-3.96, -2.49, 0.48], [-0.52, -3.30, -0.28], [-1.78, -3.93, 0.62], [-2.32, 0.76, 1.21], [-3.19, -0.01, 1.75], [-2.55, 2.00, 0.86], [-1.79, 2.73, 0.16], [-2.19, 3.90, -0.10], [-0.45, 2.61, -0.07], [0.47, 3.28, -0.95], [-0.05, 4.25, -0.70], [0.74, 2.86, -1.70], [1.21, 3.55, -0.06], [-3.43, 2.24, 1.22], [4.36, -0.56, 1.87], [3.20, 0.56, 1.27], [4.74, 1.40, -0.47], [5.37, 1.65, 1.05], [6.68, -0.84, 0.26], [7.42, 0.66, 0.13], [6.61, 0.86, -2.17], [7.41, -0.40, -2.13], [5.49, -0.46, -2.03]],
  "lowdin_charge": [-0.143, -0.260, -0.133, -0.177, -0.410, -0.034, -0.024, 1.012, -0.710, 0.140, -0.061, 0.054, -0.012, -0.197, 0.090, 0.157, 0.022, -0.174, -0.199, 0.016, -0.090, -0.171, 0.006, 0.061, 0.201, 0.052, 0.078, 0.138, 0.006, 0.071, -0.441, 0.026, 0.242, -0.464, 0.028, -0.011, 0.072, 0.124, -0.006, 0.163, 0.182, 0.118, 0.108, 0.073, 0.048, 0.135, 0.058, 0.014, 0.085, 0.137],
  "homo_energy_ev": -8.18,
  "largest_force_ev_per_a": 17.76,
  "homo_lumo_gap_ev": 8.534,
  "charge": 0
}